No. 1
Formula: C21H26MnN7OS
Source: the OMol25 dataset
Level of theory: ωB97M-V/def2-TZVPD

- E_HOMO (spin up / spin down) (eV) = -10.6 / -10.7
- total charge = +1
- 2S+1 = 6
- relative energy (zero: lowest compared OMol25 entry of this formula, charge and spin) (kJ/mol) = 0.0
- Kohn-Sham gap (spin up / spin down) (eV) = 7.49 / 7.39
- <S²> = 8.7549

```
57
Properties=species:S:1:pos:R:3:forces:R:3:nbo_charge:R:1
Mn 0.656 -0.864 -0.497 0.12 -0.14 0.38 1.408
N 3.761 2.018 -1.592 -0.04 -0.13 0.00 -0.767
C 2.657 1.289 -1.332 0.26 0.53 -0.05 0.316
S 2.870 -0.438 -1.348 -0.07 0.00 -0.07 -0.416
N 1.576 2.019 -1.107 -0.26 -0.29 0.07 -0.437
N 0.480 1.273 -0.811 -0.20 0.16 -0.20 -0.356
C -0.690 1.817 -0.803 -0.08 -0.39 0.08 0.179
C -0.968 3.248 -1.074 0.13 -0.09 0.09 -0.055
C -0.303 4.231 -0.346 -0.04 0.06 0.00 -0.173
C -0.561 5.570 -0.593 0.00 -0.03 -0.01 -0.208
C -1.463 5.934 -1.583 0.00 0.02 0.00 -0.185
C -2.113 4.958 -2.325 0.02 -0.01 0.04 -0.208
C -1.872 3.618 -2.066 0.01 0.04 -0.02 -0.201
C -1.829 0.869 -0.531 0.30 0.15 -0.14 0.180
C -3.110 1.330 -0.249 0.08 -0.21 -0.05 -0.224
C -4.138 0.411 -0.098 0.05 0.02 -0.02 -0.122
C -3.870 -0.940 -0.240 0.08 -0.04 -0.01 -0.246
C -2.560 -1.326 -0.475 -0.05 0.11 0.11 0.074
N -1.558 -0.457 -0.595 0.02 0.35 -0.05 -0.574
H 4.603 1.567 -1.899 0.01 -0.03 0.01 0.412
H 3.667 3.015 -1.685 -0.02 0.01 0.00 0.411
H 0.420 3.947 0.406 -0.01 -0.02 0.00 0.222
H -0.047 6.329 -0.020 0.00 0.02 0.01 0.224
H -1.656 6.980 -1.779 0.00 0.01 -0.01 0.225
H -2.807 5.239 -3.106 -0.01 0.01 -0.01 0.225
H -2.377 2.863 -2.655 -0.02 -0.06 0.00 0.217
H -3.296 2.388 -0.161 0.02 0.08 -0.01 0.252
H -5.141 0.755 0.116 -0.02 -0.01 0.00 0.238
H -4.645 -1.687 -0.165 -0.02 0.01 0.01 0.240
H -2.298 -2.372 -0.571 -0.01 -0.03 0.00 0.203
C 1.258 1.626 2.483 0.02 -0.01 0.01 -0.653
C 0.383 0.394 2.387 -0.12 -0.01 0.04 -0.056
O 1.011 -0.712 1.710 -0.13 -0.15 -0.09 -0.621
C 2.146 -1.227 2.439 0.08 0.10 -0.01 -0.060
C 2.583 -2.560 1.889 0.02 -0.01 0.04 -0.630
H 0.658 2.458 2.855 -0.02 0.01 0.01 0.232
H 1.658 1.901 1.507 0.00 -0.01 -0.01 0.227
H 2.086 1.490 3.178 0.00 -0.01 0.00 0.220
H -0.523 0.607 1.818 0.03 -0.01 0.00 0.186
H 0.075 0.046 3.378 0.02 0.02 -0.01 0.187
H 1.846 -1.318 3.487 0.00 0.00 -0.01 0.184
H 2.959 -0.502 2.376 0.00 -0.02 -0.03 0.194
H 1.801 -3.313 1.985 0.01 0.02 0.01 0.203
H 3.448 -2.904 2.456 0.00 0.01 0.00 0.240
H 2.886 -2.481 0.845 -0.01 0.01 -0.02 0.220
N -0.938 -5.964 0.896 -0.03 0.00 0.01 -0.777
C -0.227 -5.200 0.033 0.02 0.05 0.02 0.366
C -0.113 -3.807 0.198 0.07 -0.08 -0.08 -0.056
N 0.564 -3.074 -0.675 -0.14 -0.03 -0.05 -0.516
C 1.146 -3.684 -1.715 -0.09 0.01 0.06 -0.060
C 1.023 -5.056 -1.859 0.06 0.06 -0.02 0.053
N 0.348 -5.809 -1.004 -0.02 -0.01 0.01 -0.406
H -1.235 -5.598 1.782 0.00 -0.02 0.01 0.399
H -0.882 -6.962 0.790 0.00 0.00 0.00 0.419
H -0.545 -3.301 1.053 -0.05 0.01 -0.02 0.203
H 1.703 -3.072 -2.412 0.00 0.00 -0.01 0.227
H 1.493 -5.561 -2.693 0.00 -0.02 -0.01 0.220
```
Forces are in eV/Å.



No. 2
Formula: C21H26N3O
Source: the OMol25 dataset
Level of theory: ωB97M-V/def2-TZVPD

- E_HOMO (eV) = -10.9
- total charge = +1
- relative energy (zero: lowest compared OMol25 entry of this formula, charge and spin) (kJ/mol) = 81.7
- Kohn-Sham gap (eV) = 8.10

```
51
Properties=species:S:1:pos:R:3:forces:R:3:nbo_charge:R:1
N 0.277 -1.239 1.765 -0.44 -0.41 1.35 -0.364
N -0.728 -0.880 2.718 0.11 -0.72 -0.27 -0.452
C -0.141 -0.791 3.952 1.34 0.55 0.62 0.513
O 1.074 -0.629 4.025 -1.62 -0.35 0.35 -0.565
H 1.110 -0.720 2.114 -0.03 -0.17 -0.20 0.484
H 0.471 -2.249 1.855 0.27 0.48 0.11 0.432
H -1.657 -1.280 2.568 0.50 0.14 0.00 0.429
H -0.844 -0.850 4.797 0.25 0.19 -0.08 0.176
C -3.076 -0.357 -1.682 -0.12 -0.16 -0.33 -0.593
C -3.157 0.269 -0.292 0.55 0.35 0.05 -0.103
C -4.281 1.312 -0.274 -0.32 -0.12 0.02 -0.614
C -3.478 -0.792 0.756 -0.25 -0.25 0.30 -0.601
C -1.813 0.950 -0.007 0.36 -0.44 0.34 0.245
N -1.753 2.309 -0.037 0.21 0.50 0.11 -0.539
C -0.458 2.751 0.160 0.18 -0.51 -0.50 0.199
C 0.366 1.610 0.317 -0.60 0.25 0.00 -0.130
C 1.751 1.786 0.374 0.40 0.53 0.16 -0.213
C 2.268 3.083 0.251 -0.18 -0.52 0.22 -0.215
C 1.424 4.196 0.103 -0.63 -0.01 -0.13 -0.200
C 0.033 4.039 0.029 0.74 0.20 0.22 -0.245
C -0.524 0.462 0.248 -0.47 0.53 -0.43 -0.144
C -0.082 -0.954 0.378 -0.89 0.50 -1.98 -0.109
C 1.111 -1.383 -0.460 -0.08 -0.36 -0.42 -0.013
C 1.594 -0.624 -1.530 0.33 0.09 0.11 -0.204
C 2.817 -0.954 -2.115 -0.38 -0.14 0.10 -0.187
C 3.525 -2.082 -1.696 0.06 0.02 0.31 0.013
C 4.876 -2.386 -2.267 0.20 -0.18 -0.19 -0.637
C 2.960 -2.917 -0.728 -0.09 -0.04 -0.04 -0.204
C 1.734 -2.598 -0.153 0.44 0.26 0.07 -0.236
H -2.266 -1.094 -1.748 -0.15 0.10 0.00 0.206
H -4.024 -0.857 -1.925 0.23 0.10 0.00 0.223
H -2.889 0.419 -2.436 -0.04 -0.21 0.12 0.225
H -4.335 1.831 0.689 0.00 -0.03 -0.15 0.219
H -4.178 2.042 -1.086 -0.03 -0.11 0.15 0.215
H -5.241 0.800 -0.421 0.22 0.15 -0.02 0.233
H -3.362 -0.383 1.769 -0.07 -0.07 -0.18 0.202
H -4.527 -1.107 0.657 0.32 0.00 -0.01 0.238
H -2.858 -1.693 0.638 -0.17 0.17 0.07 0.190
H -2.523 2.944 -0.218 0.21 -0.43 0.07 0.428
H 2.418 0.927 0.483 -0.09 0.37 -0.07 0.214
H 3.349 3.230 0.266 -0.32 -0.04 0.04 0.227
H 1.857 5.191 0.018 -0.11 -0.26 -0.01 0.229
H -0.658 4.864 -0.143 0.34 -0.04 0.08 0.225
H -0.923 -1.617 0.157 0.03 0.02 0.05 0.226
H 1.052 0.256 -1.878 0.17 -0.19 0.26 0.241
H 3.249 -0.314 -2.887 -0.23 -0.18 0.15 0.229
H 5.264 -3.324 -1.856 0.01 0.22 -0.10 0.223
H 4.801 -2.499 -3.354 0.11 0.03 0.15 0.234
H 5.601 -1.585 -2.063 -0.24 -0.20 -0.02 0.234
H 3.496 -3.809 -0.392 -0.22 0.23 -0.25 0.228
H 1.300 -3.305 0.562 0.19 0.17 -0.16 0.187
```
Forces are in eV/Å.



No. 3
Formula: C21H26N3RuSSi
Source: the OMol25 dataset
Level of theory: ωB97M-V/def2-TZVPD

- E_HOMO (eV) = -16.9
- total charge = +3
- relative energy (zero: lowest compared OMol25 entry of this formula, charge and spin) (kJ/mol) = 60.0
- Kohn-Sham gap (eV) = 6.52

```
53
Properties=species:S:1:pos:R:3:forces:R:3:nbo_charge:R:1
Ru 0.320 -1.024 0.920 0.04 -0.03 -0.04 0.553
S 1.241 1.035 0.344 0.01 0.03 -0.02 0.066
C -0.126 1.609 1.295 -0.03 -0.04 0.03 0.059
C -0.469 2.881 1.711 -0.01 -0.01 0.01 -0.238
C -1.583 2.999 2.531 0.01 0.02 -0.01 -0.086
C -2.297 1.866 2.917 -0.02 -0.03 0.02 -0.232
C -1.889 0.629 2.465 -0.01 0.00 0.02 0.043
N -0.827 0.520 1.651 -0.01 0.03 -0.11 -0.485
H 0.120 3.739 1.418 0.00 0.00 0.00 0.269
H -1.891 3.976 2.881 0.00 0.00 0.00 0.266
H -3.157 1.943 3.566 0.00 0.00 0.00 0.269
H -2.402 -0.283 2.746 0.00 0.00 0.00 0.229
N -2.189 -0.768 -3.438 0.01 0.01 -0.02 -0.493
C -1.486 -2.041 -3.062 0.00 -0.01 0.01 -0.250
C -0.462 -1.774 -1.967 -0.01 -0.02 0.00 -0.252
N -1.043 -1.159 -0.745 0.10 0.01 0.04 -0.521
C -1.750 0.094 -1.147 0.01 0.03 -0.02 -0.266
C -2.802 -0.130 -2.223 0.00 -0.01 0.02 -0.250
H -2.915 -0.962 -4.135 0.00 0.00 0.00 0.465
H -1.535 -0.119 -3.885 -0.01 0.00 0.00 0.445
H -1.001 -2.444 -3.950 0.00 0.00 0.00 0.272
H -2.257 -2.741 -2.742 0.00 0.00 0.00 0.241
H 0.321 -1.104 -2.325 -0.01 0.00 -0.01 0.232
H 0.003 -2.723 -1.706 0.01 0.00 0.01 0.253
H -1.754 -1.805 -0.391 0.00 0.01 0.01 0.397
H -0.988 0.804 -1.473 0.00 0.00 0.01 0.244
H -2.252 0.521 -0.283 0.00 0.01 0.01 0.264
H -3.250 0.817 -2.519 0.00 0.00 0.01 0.274
H -3.597 -0.799 -1.890 0.00 0.00 0.00 0.239
C 1.799 -4.419 3.294 0.01 0.02 0.03 -0.075
C 1.968 -3.054 3.566 0.00 -0.06 0.05 -0.189
C 2.033 -2.165 2.518 0.04 0.02 -0.03 -0.158
C 1.894 -2.617 1.178 -0.04 -0.03 -0.05 -0.701
C 1.673 -3.989 0.936 0.00 0.05 0.01 -0.093
C 1.654 -4.885 1.995 0.00 0.00 -0.02 -0.197
Si 2.592 -1.573 -0.196 -0.07 0.01 0.05 1.507
C 4.071 -0.566 -0.079 -0.02 -0.01 0.00 -0.570
C 4.654 -0.108 1.117 -0.01 0.00 0.01 -0.176
C 5.825 0.617 1.078 0.00 0.00 0.00 -0.182
C 6.429 0.899 -0.148 0.00 0.00 0.00 -0.103
C 5.868 0.455 -1.338 0.00 0.00 0.00 -0.201
C 4.694 -0.277 -1.308 0.00 0.00 -0.01 -0.166
H 1.772 -5.122 4.117 0.00 0.00 0.00 0.265
H 2.069 -2.712 4.587 0.00 -0.01 0.00 0.264
H 2.210 -1.105 2.722 -0.01 0.00 0.00 0.242
H 1.552 -4.353 -0.078 0.00 0.00 0.00 0.236
H 1.518 -5.942 1.810 0.00 0.00 0.00 0.265
H 2.348 -2.131 -1.533 -0.01 0.00 0.00 -0.166
H 4.205 -0.329 2.077 0.01 0.00 -0.01 0.212
H 6.283 0.960 1.995 0.00 0.00 0.00 0.250
H 7.351 1.464 -0.170 0.00 0.00 0.00 0.253
H 6.349 0.670 -2.281 0.00 0.00 0.00 0.253
H 4.271 -0.636 -2.240 0.00 0.00 0.00 0.223
```
Forces are in eV/Å.



No. 4
Formula: C21H26N4O4
Source: the OMol25 dataset
Level of theory: ωB97M-V/def2-TZVPD

- E_HOMO (eV) = -8.7
- relative energy (zero: lowest compared OMol25 entry of this formula, charge and spin) (kJ/mol) = 0.0
- Kohn-Sham gap (eV) = 8.96

```
55
Properties=species:S:1:pos:R:3:forces:R:3:nbo_charge:R:1
C 6.805 -2.806 -4.100 -0.48 -0.04 0.03 -0.623
C 5.462 -3.445 -4.397 0.30 -0.33 -0.28 -0.061
H 5.245 -3.436 -5.471 0.02 -0.05 0.17 0.186
H 5.430 -4.485 -4.054 -0.01 0.16 -0.10 0.188
O 4.454 -2.700 -3.714 -0.12 0.20 0.13 -0.533
C 3.198 -3.182 -3.845 0.10 -0.09 0.12 0.898
O 2.922 -4.161 -4.500 0.07 -0.27 -0.29 -0.661
N 2.295 -2.466 -3.136 0.00 0.12 0.11 -0.456
C 2.591 -1.235 -2.438 0.21 0.37 -0.07 -0.220
H 2.242 -1.328 -1.402 0.07 0.02 0.00 0.182
C 1.895 -0.058 -3.125 -0.13 -0.10 0.19 -0.415
H 2.310 0.070 -4.125 0.07 0.02 -0.04 0.211
H 2.070 0.858 -2.560 0.00 0.06 -0.03 0.223
C 0.384 -0.305 -3.245 0.02 0.25 -0.45 -0.060
N -0.267 -0.252 -1.953 0.13 -0.41 -0.02 -0.625
C -0.890 0.862 -1.500 0.03 -0.17 0.07 0.667
O -0.984 1.881 -2.153 0.01 0.29 -0.03 -0.612
C -1.448 0.728 -0.118 -0.17 0.28 0.31 -0.105
C -1.390 1.827 0.717 -0.01 -0.20 -0.16 -0.191
C -1.889 1.751 2.021 -0.25 -0.72 0.03 0.254
N -1.801 2.846 2.837 0.18 0.66 0.07 -0.508
C -2.268 2.754 4.029 0.34 0.30 -0.30 0.480
N -2.850 1.636 4.549 0.00 -0.21 -0.15 -0.429
C -3.002 0.459 3.817 -0.02 -0.08 0.10 0.668
O -3.532 -0.518 4.308 -0.03 -0.12 -0.07 -0.609
C -2.469 0.547 2.463 0.17 0.20 -0.39 -0.216
C -2.547 -0.549 1.599 0.00 -0.01 0.12 -0.136
C -2.037 -0.464 0.326 0.00 -0.03 0.05 -0.234
H -2.124 -1.308 -0.343 -0.01 -0.07 -0.05 0.216
H -3.015 -1.451 1.962 -0.04 -0.07 0.01 0.237
C -3.396 1.720 5.888 -0.44 -0.08 0.49 -0.229
C -4.301 2.946 5.978 0.10 -0.07 0.04 -0.410
C -3.536 4.228 5.607 0.00 0.04 0.03 -0.397
C -2.176 3.914 4.965 -0.14 0.15 0.09 -0.456
H -1.794 4.773 4.417 0.06 -0.13 0.00 0.250
H -1.454 3.660 5.746 0.03 0.01 0.00 0.220
H -3.367 4.842 6.492 -0.03 0.04 -0.04 0.214
H -4.129 4.817 4.907 0.02 0.06 0.05 0.214
H -5.137 2.800 5.291 -0.02 -0.05 0.06 0.212
H -4.709 3.015 6.986 -0.06 -0.02 -0.01 0.220
H -2.580 1.785 6.615 -0.06 -0.07 -0.03 0.196
H -3.953 0.797 6.066 0.18 0.17 0.00 0.258
H -0.959 2.752 0.369 0.04 0.11 -0.03 0.242
H -0.133 -1.030 -1.329 -0.09 0.13 0.10 0.396
C 0.126 -1.651 -3.929 0.06 0.01 0.24 -0.414
H 0.458 -1.583 -4.966 0.01 -0.03 -0.05 0.217
C 0.889 -2.784 -3.239 -0.17 -0.16 -0.35 -0.221
H 0.493 -2.962 -2.232 -0.02 -0.06 0.00 0.174
H 0.803 -3.708 -3.814 -0.06 0.09 0.19 0.255
H -0.942 -1.872 -3.926 -0.04 0.02 -0.04 0.219
H -0.064 0.508 -3.828 0.10 -0.19 0.08 0.243
H 3.670 -1.087 -2.427 -0.16 0.00 0.13 0.242
H 6.999 -2.820 -3.031 0.08 0.00 0.09 0.211
H 7.590 -3.355 -4.612 0.10 -0.04 -0.05 0.217
H 6.813 -1.774 -4.441 0.07 0.10 -0.04 0.211
```
Forces are in eV/Å.



Q: What is the relative energy (zero: lowest compared OMol25 entry of this formula, charge and spin) in the first record?
A: 0.0 kJ/mol



Q: Among the records above, which one has the highest relative energy (zero: lowest compared OMol25 entry of this formula, charge and spin)?
A: C21H26N3O